{"formula": "C19H20N4O8P2S5Ta", "method": "wB97M-V/def2-TZVPD", "energy_ha": -4287.89861, "de_lowest_ev": 0.000, "multiplicity": 1, "homo_lumo_gap_ev": 6.150, "e_homo_ev": -9.8, "total_charge": 1, "e_lumo_ev": -3.6, "species": ["Ta", "S", "C", "S", "C", "C", "S", "S", "S", "C", "C", "O", "P", "O", "O", "O", "P", "O", "O", "O", "H", "H", "H", "H", "H", "H", "H", "O", "C", "C", "C", "C", "C", "C", "C", "N", "C", "C", "N", "H", "H", "H", "H", "H", "H", "H", "N", "C", "C", "C", "C", "C", "N", "H", "H", "H", "H", "H", "H"], "coordinates": [[-0.34109, 0.14099, -0.37368], [-2.90026, -6.72340, -1.74434], [-2.32501, -5.21938, -1.54633], [-0.67985, -4.87014, -1.07746], [-0.82208, -3.13226, -1.07437], [-2.03125, -2.63420, -1.39017], [-2.34039, -0.92472, -1.42952], [-3.28744, -3.78360, -1.77194], [0.56489, -2.12881, -0.84029], [-3.65715, 0.96428, 3.70315], [-2.27527, 0.79329, 3.08594], [-1.27659, 0.80344, 4.10485], [-2.07704, -0.84785, 2.31783], [-3.38878, -1.28982, 1.59497], [-1.95690, -1.85192, 3.50746], [-0.86439, -0.87650, 1.41780], [-1.83921, 2.05165, 1.80449], [-2.98525, 3.13984, 1.75850], [-1.90453, 1.29141, 0.45709], [-0.52301, 2.62907, 2.17738], [-3.82560, 0.18743, 4.44891], [-4.44498, 0.89675, 2.95347], [-3.71535, 1.93630, 4.19043], [-0.59330, 1.44688, 3.84926], [-3.33159, -1.19604, 0.61962], [-1.42496, -1.49829, 4.23900], [-3.72793, 2.93838, 1.17537], [1.15154, 0.60570, 0.67807], [2.48068, 0.80290, 0.77993], [3.04141, 0.98963, 2.03430], [4.40556, 1.19486, 2.13042], [5.19866, 1.20799, 0.98887], [4.62825, 1.01210, -0.25256], [3.25234, 0.80268, -0.37834], [2.60771, 0.57634, -1.65867], [1.31315, 0.35496, -1.88009], [1.15690, 0.17587, -3.24628], [2.36103, 0.27895, -3.84345], [3.26112, 0.54982, -2.83732], [2.40153, 0.97668, 2.90503], [4.85392, 1.34372, 3.10356], [6.26509, 1.36508, 1.07105], [5.26729, 1.02104, -1.12642], [0.20027, -0.04905, -3.68340], [2.65595, 0.19061, -4.87330], [4.25001, 0.68465, -2.95709], [0.83495, 3.26756, -0.45261], [0.00744, 3.16217, -1.53626], [-0.04621, 4.19932, -2.48180], [-0.88152, 4.09369, -3.56194], [-1.67757, 2.95366, -3.69676], [-1.55272, 1.96539, -2.76214], [-0.70261, 2.02656, -1.70695], [1.30516, 4.15519, -0.37241], [0.48328, 2.95128, 0.45347], [0.55796, 5.08139, -2.32132], [-0.93431, 4.89302, -4.28909], [-2.36821, 2.83213, -4.51764], [-2.13072, 1.05852, -2.85030]], "forces_ev_per_angstrom": [[0.0, -0.3, 0.0], [0.0, 0.0, 0.0], [0.0, 0.0, 0.0], [0.0, 0.0, 0.0], [-0.1, 0.0, 0.0], [0.1, -0.1, 0.0], [-0.1, 0.0, -0.1], [0.0, 0.0, 0.0], [-0.1, 0.1, 0.0], [0.0, 0.0, 0.0], [0.0, 0.0, -0.1], [0.0, -0.1, 0.1], [-0.1, 0.1, 0.0], [0.0, 0.0, 0.1], [0.0, 0.0, 0.1], [0.0, 0.0, -0.2], [0.4, 0.1, 0.2], [-0.1, 0.0, 0.0], [0.3, 0.0, 0.0], [-0.3, -0.1, -0.1], [0.0, 0.0, 0.0], [0.0, 0.0, 0.0], [0.0, 0.0, 0.0], [0.0, 0.0, -0.1], [0.0, 0.0, -0.1], [0.0, 0.0, 0.0], [0.0, 0.0, 0.0], [0.0, 0.1, 0.1], [-0.2, -0.1, 0.1], [0.2, 0.1, -0.1], [-0.1, 0.0, 0.1], [0.1, 0.0, -0.1], [0.0, 0.0, 0.0], [0.1, 0.0, 0.1], [0.0, 0.1, -0.1], [0.0, 0.1, -0.1], [0.0, -0.1, 0.1], [0.1, 0.2, 0.0], [-0.1, -0.1, 0.0], [0.0, 0.0, 0.0], [0.0, 0.0, 0.0], [0.0, 0.0, 0.0], [0.0, 0.0, 0.0], [0.0, 0.0, 0.0], [0.0, 0.0, 0.0], [0.0, 0.0, 0.0], [-0.1, 0.0, 0.1], [0.1, -0.1, 0.1], [-0.1, 0.0, 0.0], [0.0, 0.0, 0.0], [0.0, 0.1, 0.0], [0.0, 0.0, 0.0], [0.0, 0.0, -0.1], [0.0, 0.0, 0.0], [0.0, 0.0, -0.1], [0.0, 0.0, 0.0], [0.0, 0.0, 0.0], [0.0, 0.0, 0.0], [0.0, 0.0, 0.0]], "lowdin_charge": [1.5484, 0.6074, -1.4903, 0.9258, -1.1015, -1.0985, 0.6345, 0.9167, 0.6730, -0.0452, -0.5695, -0.0524, 0.5190, -0.0802, -0.0343, -0.4287, 0.3973, -0.0747, -0.4825, -0.2671, 0.0965, 0.0900, 0.0982, 0.0839, 0.0125, 0.1134, 0.1043, -0.2737, -0.2810, 0.0257, -0.0435, -0.0581, -0.0102, -0.0826, -0.2437, -0.1130, -0.1170, -0.0303, 0.1445, 0.1276, 0.1174, 0.1148, 0.1114, 0.1137, 0.1288, 0.1600, 0.1653, -0.3435, 0.0036, -0.0341, -0.0458, -0.1601, -0.0373, 0.1165, 0.0563, 0.1211, 0.1214, 0.1162, 0.0333]}



{"formula": "C19H20N4OS", "method": "wB97M-V/def2-TZVPD", "energy_ha": -1428.50571, "de_lowest_ev": 0.091, "multiplicity": 1, "homo_lumo_gap_ev": 8.360, "e_homo_ev": -8.0, "e_lumo_ev": 0.4, "species": ["O", "C", "C", "S", "C", "N", "C", "C", "C", "C", "C", "C", "N", "N", "C", "C", "N", "C", "C", "C", "C", "C", "C", "C", "C", "H", "H", "H", "H", "H", "H", "H", "H", "H", "H", "H", "H", "H", "H", "H", "H", "H", "H", "H", "H"], "coordinates": [[2.52070, 1.44746, 0.92636], [1.43193, 1.07173, 1.31359], [1.28601, -0.25494, 2.04160], [0.40695, -1.48173, 1.01080], [1.59587, -2.75045, 0.99595], [2.69441, -2.75764, 1.68933], [3.31146, -3.94392, 1.37379], [4.51579, -4.47214, 1.82007], [4.88999, -5.70653, 1.32969], [4.09824, -6.40750, 0.41968], [2.89687, -5.89939, -0.03708], [2.51601, -4.66257, 0.45052], [1.41644, -3.86519, 0.22733], [0.31448, 1.81429, 1.15637], [-1.04533, 1.43741, 1.45328], [-1.85819, 1.30851, 0.15584], [-1.78926, 2.55889, -0.56195], [-2.82021, 2.94372, -1.41425], [-2.90144, 4.27406, -1.83844], [-3.94080, 4.70131, -2.63865], [-4.93592, 3.82102, -3.03124], [-4.87115, 2.50457, -2.61265], [-3.82733, 2.06540, -1.81900], [-0.42090, 2.90697, -0.88392], [0.38386, 3.05301, 0.40741], [2.27577, -0.68152, 2.20957], [0.75185, -0.15165, 2.98566], [5.12593, -3.92792, 2.52225], [5.82083, -6.14577, 1.65628], [4.43325, -7.37017, 0.06362], [2.28450, -6.44139, -0.74193], [0.63551, -4.05192, -0.37793], [-1.49147, 2.22675, 2.07016], [-1.08907, 0.49633, 1.99674], [-1.45610, 0.46685, -0.43175], [-2.89435, 1.09722, 0.42084], [-2.15283, 4.98472, -1.52177], [-3.98027, 5.73504, -2.95038], [-5.75029, 4.15845, -3.65389], [-5.63599, 1.80341, -2.91443], [-3.79382, 1.02601, -1.53088], [0.04098, 2.11453, -1.49645], [-0.39061, 3.83633, -1.44908], [-0.03498, 3.85935, 1.01801], [1.43267, 3.25900, 0.19091]], "forces_ev_per_angstrom": [[0.2, -0.1, -0.1], [0.2, -0.3, 0.2], [0.0, -0.2, -0.1], [-0.3, 0.3, 0.0], [0.2, 0.1, 0.3], [-0.2, 0.4, 0.1], [-0.2, -0.6, -0.5], [-0.1, 0.0, -0.1], [0.2, 0.0, 0.1], [0.0, -0.1, -0.1], [-0.1, 0.0, -0.1], [0.6, -0.1, 0.4], [-0.2, 0.2, 0.0], [-0.2, 0.4, -0.1], [-0.3, -0.2, -0.2], [0.0, 0.0, 0.3], [0.1, -0.1, 0.3], [-0.3, 0.1, -0.2], [0.1, 0.0, 0.0], [0.0, 0.0, 0.0], [-0.1, 0.0, -0.1], [-0.1, 0.1, -0.1], [0.2, -0.1, 0.1], [0.2, 0.2, 0.2], [0.2, 0.1, -0.4], [-0.1, 0.2, 0.0], [0.1, 0.0, 0.0], [0.1, 0.1, 0.1], [0.1, 0.0, 0.0], [0.0, -0.1, 0.0], [0.0, -0.1, -0.1], [0.1, 0.0, 0.0], [0.0, -0.1, 0.0], [0.0, 0.0, 0.1], [-0.1, 0.0, 0.0], [0.0, 0.0, 0.0], [0.1, 0.1, 0.1], [0.0, 0.1, 0.0], [-0.1, 0.0, 0.0], [-0.1, -0.1, 0.0], [0.0, -0.1, 0.0], [0.0, 0.1, 0.0], [0.0, -0.1, 0.0], [0.0, 0.0, -0.1], [-0.1, 0.0, 0.0]], "lowdin_charge": [0.0626, -0.5221, -0.3304, 0.9914, -0.6606, 0.1124, -0.2289, -0.0155, -0.1003, -0.1020, -0.0293, -0.2001, 0.1105, -0.0642, -0.1404, -0.1560, -0.1086, -0.2291, -0.0313, -0.0917, -0.1072, -0.0932, -0.0331, -0.1279, -0.1090, 0.0712, 0.0868, 0.1103, 0.0980, 0.0982, 0.1060, 0.1532, 0.1354, 0.0902, 0.1151, 0.1241, 0.1051, 0.1021, 0.0970, 0.1018, 0.0988, 0.1394, 0.1144, 0.1335, 0.1236]}



{"formula": "C19H20N6O3S", "method": "wB97M-V/def2-TZVPD", "energy_ha": -1688.26201, "de_lowest_ev": 5.855, "multiplicity": 1, "homo_lumo_gap_ev": 5.004, "e_homo_ev": -6.3, "e_lumo_ev": -1.3, "species": ["C", "O", "C", "C", "S", "C", "C", "C", "C", "N", "C", "C", "C", "C", "C", "C", "C", "H", "H", "H", "H", "H", "H", "H", "H", "H", "H", "H", "H", "H", "H", "H", "H", "H", "O", "N", "O", "C", "C", "C", "C", "N", "N", "N", "N", "C", "H", "H", "H"], "coordinates": [[-0.67288, 3.16905, 0.92322], [-0.64824, 2.34276, 2.11831], [-0.62693, 0.98220, 1.96671], [0.64977, 0.42526, 1.89685], [2.08700, 1.41578, 1.77129], [3.07457, 0.00649, 1.71998], [4.55483, 0.11411, 1.68782], [2.33755, -1.13936, 1.74927], [2.85052, -2.53522, 1.64512], [0.99877, -0.90274, 1.97288], [0.03631, -1.96800, 2.22512], [-1.91973, 0.34517, 1.78128], [-2.15984, -0.46630, 0.65370], [-3.41074, -1.06957, 0.50271], [-4.41943, -0.82961, 1.44463], [-4.19629, 0.04217, 2.52054], [-2.97991, 0.70100, 2.64160], [-0.66741, 4.19138, 1.29965], [0.22107, 2.97854, 0.31450], [-1.57836, 2.97323, 0.33320], [5.00324, -0.88160, 1.75441], [4.91526, 0.60003, 0.77098], [4.90531, 0.71030, 2.54104], [3.81351, -2.52547, 1.11654], [3.02749, -2.99462, 2.63192], [2.17500, -3.19003, 1.07526], [0.51893, -2.77242, 2.79634], [-0.79949, -1.60966, 2.83764], [-0.33526, -2.39654, 1.28153], [-1.36306, -0.57546, -0.08756], [-3.59783, -1.71048, -0.36204], [-5.39569, -1.30071, 1.32956], [-4.99203, 0.24001, 3.24073], [-2.81831, 1.49942, 3.37116], [1.42530, 1.82702, 5.43591], [0.46939, 2.32868, 6.09072], [0.55588, 3.43272, 6.66065], [-0.71065, 1.53365, 6.15850], [-1.83549, 1.84011, 6.98406], [-2.92331, 1.00042, 7.02332], [-2.90698, -0.17148, 6.21789], [-3.82764, -1.09903, 5.90158], [-3.24891, -1.90387, 4.96051], [-2.02427, -1.52052, 4.68151], [-1.77250, -0.43225, 5.45735], [-0.68981, 0.40390, 5.36717], [-1.79232, 2.75267, 7.57089], [-3.82418, 1.16860, 7.60929], [0.12638, 0.12406, 4.70684]], "forces_ev_per_angstrom": [[-0.1, -0.8, 0.5], [0.1, 1.5, 0.2], [2.2, -0.7, -0.6], [-2.2, 0.6, 0.2], [-0.4, 0.5, 0.3], [0.0, -1.7, -0.3], [0.3, 0.1, -0.1], [1.2, 1.0, 0.3], [0.4, -0.3, 0.0], [-0.9, -0.4, -0.1], [0.2, -0.3, 0.0], [-0.6, 0.3, -0.5], [-0.3, 0.0, 0.7], [0.0, 0.2, 0.1], [0.2, -0.1, 0.0], [-0.2, 0.3, -0.4], [0.1, -0.5, -0.4], [0.0, 0.0, -0.2], [-0.2, 0.1, 0.1], [0.2, 0.0, 0.1], [0.0, 0.2, 0.0], [0.0, -0.1, 0.2], [0.0, -0.1, -0.2], [-0.3, -0.1, 0.2], [-0.2, 0.1, -0.3], [0.1, 0.3, 0.2], [0.0, 0.3, -0.2], [0.4, -0.1, -0.4], [-0.1, 0.1, 0.3], [-0.3, -0.1, 0.3], [0.0, 0.2, 0.3], [0.3, 0.1, 0.1], [0.1, 0.0, -0.3], [0.0, -0.4, 0.0], [-2.0, 1.2, 1.4], [3.5, 1.3, -0.6], [-0.9, -2.1, -0.8], [-1.1, -1.6, -0.5], [-0.2, -0.1, 0.1], [0.3, 0.0, -0.1], [0.1, -0.6, -1.1], [1.2, 0.2, -0.3], [1.3, 1.5, 0.8], [-1.2, -0.3, 0.6], [-0.8, 0.3, 0.0], [-0.4, -0.1, 0.5], [-0.1, -0.1, -0.1], [0.4, 0.2, 0.0], [-0.3, 0.1, 0.1]], "lowdin_charge": [-0.0550, -0.1820, -0.3307, -0.4183, 1.1075, -0.5541, -0.1032, -0.3194, -0.0274, -0.1091, -0.0293, -0.2067, -0.0463, -0.0792, -0.0887, -0.1001, -0.0477, 0.0895, 0.0662, 0.0918, 0.0702, 0.0801, 0.0822, 0.0787, 0.0954, 0.0860, 0.0943, 0.0504, 0.0966, 0.1224, 0.1025, 0.0997, 0.1015, 0.1179, 0.0442, -0.3045, 0.0833, -0.1264, 0.0258, 0.0211, -0.2748, 0.0714, 0.0098, 0.0591, -0.0194, 0.0872, 0.1241, 0.1233, 0.1403]}



{"formula": "C19H20N8O8S2W", "method": "wB97M-V/def2-TZVPD", "energy_ha": -2639.54044, "de_lowest_ev": 0.560, "multiplicity": 1, "homo_lumo_gap_ev": 7.045, "e_homo_ev": -7.9, "e_lumo_ev": -0.9, "species": ["W", "N", "C", "C", "O", "N", "C", "C", "O", "O", "H", "H", "H", "H", "H", "H", "N", "C", "C", "C", "C", "C", "C", "S", "O", "O", "N", "C", "N", "C", "C", "C", "N", "H", "H", "H", "H", "H", "H", "H", "H", "H", "S", "C", "N", "C", "C", "C", "C", "H", "H", "H", "H", "H", "O", "N", "O", "O"], "coordinates": [[1.41068, 0.15283, 0.52808], [2.77425, 1.94632, 1.03102], [2.81211, 2.20416, 2.46997], [1.40319, 2.02511, 2.98401], [1.01954, 2.55128, 4.01735], [0.64590, 1.25077, 2.17525], [-0.67424, 0.94556, 2.68476], [-1.36639, 0.09291, 1.65647], [-2.51361, -0.26161, 1.72111], [-0.56116, -0.22957, 0.65372], [3.67606, 1.69085, 0.64337], [2.42729, 2.74387, 0.50575], [3.17946, 3.19641, 2.72538], [3.44564, 1.45252, 2.94224], [-1.26754, 1.84139, 2.88401], [-0.61500, 0.39623, 3.62823], [-4.16042, -5.58519, -1.19763], [-2.94991, -5.01357, -0.83580], [-1.74396, -5.61738, -1.20610], [-0.53910, -5.07248, -0.81022], [-0.52876, -3.92925, -0.02453], [-1.71698, -3.31897, 0.35481], [-2.92159, -3.85637, -0.05296], [0.99297, -3.24487, 0.50901], [0.83364, -2.86101, 1.88302], [2.05228, -4.13186, 0.12858], [1.13825, -1.81181, -0.33112], [0.64230, -1.62397, -1.57982], [0.41335, -2.59465, -2.46000], [-0.07779, -2.20693, -3.62911], [-0.32734, -0.88157, -3.95224], [-0.03567, 0.05582, -2.97609], [0.43520, -0.30784, -1.79423], [-4.14085, -6.19713, -1.99597], [-4.95914, -4.97346, -1.18425], [-1.76090, -6.51843, -1.80793], [0.39997, -5.51896, -1.10519], [-1.70393, -2.42173, 0.95975], [-3.84984, -3.38352, 0.24446], [-0.27273, -2.99887, -4.34489], [-0.72202, -0.59234, -4.91406], [-0.18893, 1.11475, -3.13950], [0.34471, 2.56092, -0.97631], [-0.00410, 4.02533, -0.20332], [-0.19445, 5.12290, -0.99352], [-0.49382, 6.36607, -0.54531], [-0.61141, 6.59992, 0.78664], [-0.42417, 5.51008, 1.66218], [-0.13813, 4.26216, 1.18566], [-0.10050, 4.95881, -1.98732], [-0.62340, 7.12346, -1.30401], [-0.84522, 7.58864, 1.14875], [-0.51290, 5.65515, 2.73103], [-0.01076, 3.42868, 1.85565], [4.27436, -1.11538, -1.39648], [4.04917, -0.26277, -0.65737], [2.76525, 0.31569, -0.90189], [2.42106, -0.64709, 1.60696]], "forces_ev_per_angstrom": [[-0.1, -0.2, 0.5], [0.0, -0.1, -0.1], [0.0, 0.0, 0.0], [0.1, -0.1, 0.1], [0.0, 0.0, 0.0], [0.0, 0.1, -0.1], [0.0, 0.0, 0.0], [0.0, 0.2, 0.0], [0.0, 0.0, 0.0], [0.2, -0.1, 0.2], [0.0, 0.0, 0.1], [0.0, 0.0, 0.0], [0.0, 0.0, 0.0], [0.0, 0.0, 0.0], [0.0, 0.0, 0.0], [0.0, 0.0, 0.0], [0.0, 0.0, 0.0], [0.0, 0.0, 0.0], [0.0, 0.0, 0.0], [0.0, 0.0, 0.0], [0.0, 0.0, -0.1], [0.0, 0.0, 0.0], [0.0, 0.0, 0.0], [-0.1, -0.1, -0.1], [0.1, 0.1, 0.0], [0.0, 0.1, 0.0], [0.1, 0.1, 0.1], [0.0, 0.1, 0.0], [0.1, 0.0, 0.1], [0.0, 0.0, 0.0], [0.0, 0.0, 0.0], [0.0, -0.1, 0.0], [0.0, -0.1, 0.0], [0.0, 0.0, 0.0], [0.0, 0.0, 0.0], [0.0, 0.0, 0.0], [0.0, 0.0, 0.0], [0.0, -0.1, 0.0], [0.0, 0.0, 0.0], [0.0, 0.0, 0.0], [0.0, 0.0, 0.0], [0.0, 0.0, 0.0], [0.0, 0.0, 0.0], [0.0, 0.1, 0.0], [0.0, -0.1, 0.0], [0.0, 0.0, 0.0], [0.0, 0.0, 0.0], [0.0, 0.0, 0.0], [0.0, 0.0, 0.0], [0.0, 0.0, 0.0], [0.0, 0.0, 0.0], [0.0, 0.0, 0.0], [0.0, 0.0, 0.0], [-0.1, 0.1, 0.0], [0.2, -0.4, -0.5], [-0.1, 0.4, 0.5], [0.0, 0.0, -0.4], [-0.3, 0.2, -0.2]], "lowdin_charge": [1.7874, -0.0703, -0.1207, -0.5706, 0.0549, -0.1421, -0.1015, -0.5641, 0.1036, -0.2341, 0.0885, 0.0533, 0.1291, 0.1333, 0.1322, 0.1496, 0.0966, -0.3194, -0.0300, -0.0639, -0.3117, -0.0382, -0.0140, 0.6335, -0.3021, -0.2832, -0.2152, -0.4680, 0.1667, -0.1053, -0.0468, -0.1350, 0.0024, 0.0870, 0.0880, 0.1088, 0.1139, 0.0903, 0.1151, 0.1128, 0.0972, 0.0620, 0.7418, -0.6854, 0.0457, -0.0652, -0.0523, -0.0181, -0.0549, 0.1389, 0.1315, 0.1109, 0.1254, 0.0725, 0.0996, -0.1013, -0.4299, -0.3294]}